Below is 13 unconnected molecules or ions with the total composition C66H154N4O31 at a distorted geometry, with properties calculated with wB97M-V/def2-TZVPD.

## Properties
total charge: 0
molecular weight: 1500.0 Da
orbital gap: 9.114 eV
HOMO level: -8.900 eV
total energy: -5157.78715 hartree

Each line ends with the Löwdin charge.
Geometry (Å):
C1 -0.70247 4.08323 -1.24630  -0.1290
O1 -0.01593 3.76262 -0.09458  -0.1741
C2 1.19512 2.99493 -0.34757  -0.1357
C3 0.92324 1.46735 -0.15091  -0.1705
O2 0.40527 1.28096 1.14177  -0.1190
C4 0.10539 -0.02061 1.62978  -0.1501
C5 -1.10100 -0.68174 0.88443  -0.1592
O3 -0.74136 -1.03029 -0.47004  -0.1954
C6 -1.82739 -1.60762 -1.23164  -0.0799
H1 -0.16087 4.76218 -1.90494  0.0747
H2 -1.57801 4.66318 -0.95440  0.0689
H3 -1.12429 3.24995 -1.80826  0.0813
H4 1.85399 3.21264 0.49302  0.0994
H5 1.79839 3.27067 -1.21251  0.1158
H6 1.81599 0.86772 -0.32853  0.1096
H7 0.18136 1.30289 -0.93235  0.1026
H8 -0.20821 0.05730 2.67078  0.1007
H9 0.93705 -0.71519 1.74801  0.1108
H10 -1.87077 0.08959 0.90924  0.1103
H11 -1.47726 -1.55411 1.41876  0.1070
H12 -2.71643 -1.05400 -0.92962  0.0691
H13 -2.07183 -2.66392 -1.11943  0.0479
H14 -1.70385 -1.39196 -2.29293  0.0705
C7 0.85712 -8.65021 0.16850  -0.0920
O4 2.00524 -7.82671 0.21909  -0.2358
C8 2.92205 -7.87411 -0.87010  -0.1930
C9 4.10695 -6.91858 -0.65238  -0.1428
O5 3.72185 -5.52550 -0.76087  -0.1404
C10 3.07597 -4.89269 0.34106  -0.1686
C11 2.76120 -3.42644 -0.04424  -0.2176
O6 3.93777 -2.71074 0.10438  -0.1512
C12 3.68343 -1.30701 0.00248  -0.0816
H15 0.25154 -8.32075 -0.67580  0.0794
H16 0.43735 -8.49261 1.16201  0.0892
H17 1.13718 -9.68157 -0.04589  0.0877
H18 2.36502 -7.79116 -1.80334  0.1067
H19 3.37836 -8.86377 -0.89158  0.1175
H20 4.75850 -7.27329 -1.45097  0.1176
H21 4.72739 -7.05732 0.23300  0.1255
H22 3.75193 -5.00618 1.18858  0.1135
H23 2.24357 -5.50717 0.68403  0.1020
H24 1.96069 -3.26046 0.67670  0.1154
H25 2.35426 -3.27121 -1.04344  0.1186
H26 4.54384 -0.70716 -0.29413  0.0755
H27 3.41184 -0.96014 0.99948  0.0837
H28 2.89493 -1.03803 -0.70038  0.0742
C13 -8.27310 -3.29399 1.79354  -0.0948
O7 -8.58500 -1.94337 1.44586  -0.2080
C14 -9.07204 -1.82027 0.10983  -0.2003
C15 -8.87076 -0.38565 -0.35361  -0.1694
O8 -7.57147 0.17286 -0.53745  -0.1284
C16 -6.57074 -0.13984 0.41055  -0.1677
C17 -5.22230 0.60826 0.18585  -0.0936
O9 -5.29612 2.11753 0.22409  -0.1739
C18 -4.19157 2.74664 -0.24209  -0.1758
H29 -7.29763 -3.57102 1.39377  0.0604
H30 -9.05792 -4.00356 1.53152  0.0893
H31 -8.23331 -3.27822 2.88270  0.0893
H32 -10.14638 -1.99856 0.15563  0.1227
H33 -8.72658 -2.63458 -0.52708  0.1205
H34 -9.41332 0.17635 0.40658  0.1222
H35 -9.44760 -0.16231 -1.25108  0.1271
H36 -6.36644 -1.20424 0.52631  0.1140
H37 -6.85895 0.26350 1.38130  0.1307
H38 -4.88393 0.44900 -0.83800  0.0972
H39 -4.44964 0.30503 0.89235  0.1004
H40 -4.07098 3.79350 0.03651  0.0781
H41 -4.10119 2.72289 -1.32807  0.0741
H42 -3.29529 2.31600 0.20437  0.0799
C19 3.29194 2.09058 -3.93624  -0.1102
O10 2.27087 3.06304 -3.86076  -0.2105
C20 1.07865 2.81490 -4.72964  -0.1117
C21 0.08739 1.66534 -4.47782  -0.1789
O11 0.52590 0.51187 -5.17650  -0.1596
C22 -0.37533 -0.55448 -5.49768  -0.1810
C23 -1.15140 -0.32236 -6.72974  -0.2275
O12 -2.07881 -1.35937 -6.90500  -0.1933
C24 -2.83664 -1.57599 -8.09538  -0.0868
H43 2.90938 1.11483 -3.63681  0.0878
H44 4.09220 2.27032 -3.21834  0.0693
H45 3.85743 2.23797 -4.85635  0.0889
H46 1.45197 2.67717 -5.74441  0.1242
H47 0.47184 3.71750 -4.65749  0.0903
H48 -0.89569 1.97295 -4.83424  0.1151
H49 -0.03451 1.41702 -3.42350  0.1146
H50 -0.95155 -0.58280 -4.57286  0.1113
H51 0.19693 -1.47682 -5.59723  0.1354
H52 -0.37943 -0.18675 -7.48722  0.1359
H53 -1.73421 0.59559 -6.65365  0.1213
H54 -3.23913 -0.66107 -8.53014  0.0855
H55 -3.57581 -2.37436 -8.02944  0.0848
H56 -2.16883 -2.01069 -8.83913  0.0788
C25 7.75987 5.64665 -2.80542  -0.0821
O13 8.49005 4.74368 -3.65299  -0.2152
C26 8.51568 3.31523 -3.33000  -0.1466
C27 8.98304 2.89487 -1.94757  -0.1986
O14 7.89076 2.34827 -1.23746  -0.1505
C28 8.18015 2.06874 0.11511  -0.2099
C29 7.25943 1.03828 0.76765  -0.1850
O15 6.05428 1.51913 1.40578  -0.2039
C30 5.15573 2.35834 0.57129  -0.0498
H57 6.75236 5.23435 -2.75024  0.0778
H58 7.83582 6.69381 -3.09827  0.0896
H59 8.16704 5.58267 -1.79634  0.0708
H60 9.18033 2.89158 -4.08290  0.1209
H61 7.49721 2.98050 -3.52690  0.1198
H62 9.43677 3.74930 -1.44539  0.1249
H63 9.73207 2.10415 -1.99006  0.1221
H64 8.26218 2.92133 0.78926  0.1347
H65 9.13958 1.55257 0.08127  0.1163
H66 7.84905 0.50439 1.51291  0.1227
H67 7.00615 0.33482 -0.02550  0.1165
H68 5.58232 3.33695 0.35116  0.0833
H69 4.31734 2.47572 1.25790  0.0742
H70 4.85876 1.94107 -0.39088  0.0741
C31 -0.33035 4.42347 4.59616  -0.1403
O16 -1.61993 4.18460 4.15095  -0.1722
C32 -2.01422 4.56836 2.82102  -0.1298
C33 -1.21310 5.72761 2.18435  -0.1775
O17 -1.49062 6.99923 2.74517  -0.1427
C34 -2.82371 7.49347 2.64633  -0.1715
C35 -3.33419 7.76146 1.22454  -0.1900
O18 -3.46200 6.61229 0.40492  -0.2316
C36 -3.78011 6.82157 -1.00652  -0.0556
H71 -0.02360 5.46911 4.57103  0.0812
H72 0.36753 3.76326 4.08119  0.0662
H73 -0.23446 4.19098 5.65676  0.0914
H74 -3.08796 4.75596 2.82161  0.1174
H75 -1.83996 3.65277 2.25586  0.1170
H76 -1.43582 5.78299 1.11879  0.1042
H77 -0.13475 5.64269 2.31873  0.0878
H78 -2.72174 8.33706 3.32901  0.1320
H79 -3.53592 6.84045 3.15075  0.1154
H80 -2.75574 8.53747 0.72325  0.1251
H81 -4.36897 8.04202 1.42105  0.1216
H82 -4.77385 7.20781 -1.23324  0.0890
H83 -3.59819 5.85293 -1.47207  0.0535
H84 -2.95990 7.45723 -1.34015  0.0884
C37 2.75316 4.93486 3.11976  -0.0718
O19 3.21923 5.66678 1.95740  -0.1728
C38 2.24323 6.31570 1.23877  -0.2192
C39 2.65284 6.92132 -0.14351  -0.1261
O20 3.01476 5.87482 -1.09222  -0.1372
C40 3.41316 6.41796 -2.34416  -0.2019
C41 2.30557 6.74094 -3.33425  -0.1846
O21 2.95211 7.02029 -4.60381  -0.1793
C42 2.02407 7.41073 -5.64566  -0.0888
H85 2.14963 5.57451 3.76373  0.0741
H86 3.61380 4.69345 3.74356  0.0945
H87 2.10940 4.08237 2.90313  0.0585
H88 1.72933 7.05607 1.85185  0.1257
H89 1.52064 5.52484 1.03754  0.0922
H90 3.48687 7.62254 -0.11559  0.1147
H91 1.87814 7.59048 -0.51790  0.1169
H92 4.09962 5.67345 -2.74740  0.1199
H93 4.03778 7.29636 -2.18178  0.1188
H94 1.64994 7.56456 -3.05162  0.1213
H95 1.65820 5.86457 -3.30264  0.1002
H96 1.74853 8.45824 -5.52367  0.0790
H97 1.11649 6.81908 -5.52582  0.0609
H98 2.34999 7.32099 -6.68191  0.0819
C43 4.86279 -9.99385 4.13429  -0.0797
O22 3.86787 -9.56794 5.10949  -0.1819
C44 2.60408 -9.86655 4.65873  -0.2364
C45 2.22877 -8.85060 3.56419  -0.1796
O23 2.12076 -7.49336 4.07566  -0.1115
C46 3.16211 -6.57181 3.67950  -0.1555
C47 3.28917 -5.23599 4.41476  -0.1794
O24 2.24379 -4.44018 3.91090  -0.1879
C48 2.49930 -3.09154 4.07146  -0.1301
H99 5.78332 -9.63247 4.59270  0.0878
H100 4.87972 -9.38648 3.22934  0.0714
H101 4.88679 -11.07346 3.98606  0.0910
H102 1.95160 -9.78469 5.52802  0.1313
H103 2.58411 -10.88709 4.27637  0.1188
H104 1.17939 -9.11122 3.42649  0.1090
H105 2.68907 -9.04750 2.59596  0.1113
H106 3.00270 -6.32926 2.62885  0.0905
H107 4.12152 -7.08913 3.68431  0.1141
H108 4.28272 -4.81847 4.25157  0.1304
H109 3.03681 -5.33753 5.47027  0.1246
H110 3.32365 -2.74850 3.44627  0.0911
H111 2.82417 -2.82426 5.07701  0.0904
H112 1.57433 -2.55303 3.86520  0.0804
C49 2.74542 1.18191 4.22416  -0.1040
O25 2.10434 0.05480 4.73707  -0.1729
C50 0.88451 0.39708 5.29119  -0.2098
C51 0.03834 -0.87055 5.54997  -0.2265
O26 0.65632 -1.84713 6.28623  -0.1194
C52 -0.28160 -2.86850 6.51415  -0.1885
C53 0.42309 -4.02290 7.24609  -0.1752
O27 -0.54299 -4.96323 7.74507  -0.1871
C54 -1.26488 -4.44985 8.92140  -0.0792
H113 2.85431 1.84782 5.08020  0.0880
H114 2.18703 1.76876 3.49483  0.0667
H115 3.72355 0.95430 3.80043  0.0951
H116 0.26967 1.08184 4.70709  0.1190
H117 1.14016 0.86464 6.24204  0.1286
H118 -0.27040 -1.18698 4.55365  0.1095
H119 -0.86350 -0.56681 6.08148  0.1301
H120 -0.76665 -3.17649 5.58789  0.1327
H121 -1.05665 -2.46924 7.16836  0.1118
H122 1.18700 -3.77946 7.98452  0.1281
H123 1.03228 -4.51150 6.48566  0.1060
H124 -1.63193 -5.24891 9.56551  0.0766
H125 -2.13966 -3.89785 8.57765  0.0783
H126 -0.57813 -3.94924 9.60395  0.0868
C55 -1.85601 5.98997 -4.91745  -0.2701
O28 -0.97005 5.59504 -4.12013  -0.0367
N1 -3.17029 5.62765 -4.92436  -0.1972
C56 -3.62844 4.55192 -4.16099  -0.0876
C57 -4.18576 6.19048 -5.85477  -0.0199
H127 -1.59845 6.74515 -5.67611  0.1329
H128 -2.85859 4.26899 -3.44311  0.0780
H129 -4.03865 3.70822 -4.71597  0.0959
H130 -4.46869 4.91741 -3.57065  0.0857
H131 -3.81349 7.12132 -6.28262  0.0863
H132 -4.38085 5.51398 -6.68686  0.0879
H133 -5.06646 6.28985 -5.22027  0.0884
C58 -3.90432 -2.51407 3.16930  -0.3552
O29 -3.64737 -1.41547 2.70061  0.0059
N2 -4.07283 -3.63211 2.48060  -0.1490
C59 -4.60993 -4.92242 3.00375  -0.0384
C60 -4.14504 -3.68203 0.99042  -0.0242
H134 -3.98240 -2.84849 4.21537  0.1346
H135 -4.17275 -5.74904 2.44367  0.0845
H136 -5.68517 -5.03458 2.86457  0.0764
H137 -4.38396 -5.03168 4.06445  0.0854
H138 -3.81261 -2.75498 0.52333  0.0678
H139 -3.74296 -4.57676 0.51516  0.0828
H140 -5.20014 -3.64714 0.71907  0.0677
C61 -1.77972 -5.15007 -3.14144  -0.3242
O30 -2.82622 -4.72968 -2.68909  0.0010
N3 -0.62568 -5.22134 -2.41453  -0.1525
C62 0.68461 -5.43745 -3.03935  -0.0379
C63 -0.67367 -4.91278 -0.96821  -0.0261
H141 -1.55363 -5.44817 -4.17691  0.1320
H142 1.24787 -6.23863 -2.56088  0.0600
H143 1.33008 -4.56746 -3.16019  0.0904
H144 0.51087 -5.87321 -4.02323  0.0806
H145 -0.37568 -5.77787 -0.37583  0.0817
H146 -0.10652 -4.01851 -0.70989  0.0807
H147 -1.67732 -4.75789 -0.57224  0.0566
C64 -6.80199 -0.90654 -3.44506  -0.3324
O31 -7.56122 -1.85771 -3.27068  -0.0193
N4 -5.51300 -1.11666 -3.81555  -0.1670
C65 -4.49398 -0.05708 -4.05305  -0.0367
C66 -5.06096 -2.52202 -3.90223  -0.0307
H148 -7.02101 0.13955 -3.18067  0.1312
H149 -4.21736 0.13322 -5.09006  0.0727
H150 -3.56953 -0.32616 -3.54210  0.0654
H151 -4.91190 0.87435 -3.67112  0.0714
H152 -4.44028 -2.69322 -4.78173  0.0875
H153 -4.61172 -2.68283 -2.92221  0.0785
H154 -5.88099 -3.24001 -3.91421  0.0817

Force components x, y, z for each atom (eV/Å):
-1.019 1.098 -0.581
1.659 -1.036 -0.082
0.113 -0.758 2.502
-0.555 1.466 -1.264
0.067 -0.205 0.897
-1.116 -0.781 -0.749
1.157 0.466 -0.189
-0.319 -0.783 -0.059
-0.304 1.424 0.635
0.365 -0.271 -0.234
-0.185 0.085 0.293
0.334 -0.499 -0.160
0.030 0.504 0.221
-0.687 -0.054 -0.547
0.104 0.012 -0.083
-0.220 -0.946 0.049
-0.297 0.631 -0.037
0.611 0.092 -0.795
-0.387 -0.032 -0.312
0.097 -0.076 0.143
-0.433 0.016 -0.074
0.610 -0.109 0.323
0.469 -0.074 0.023
1.081 0.577 -0.483
0.754 0.568 0.213
-0.032 -0.660 1.715
-1.567 0.901 -0.465
0.696 -1.120 -1.330
0.592 -0.948 -0.757
-0.019 -2.411 1.057
0.294 1.461 -0.340
0.122 0.153 0.646
-0.646 0.056 0.166
-0.567 -0.405 -0.368
-0.060 -0.334 0.355
0.309 0.605 -0.294
0.068 -0.507 -0.062
0.300 1.068 -0.515
-0.568 -0.367 0.559
0.297 0.961 0.271
-0.707 0.414 -0.462
-0.096 1.215 0.348
-0.113 -0.447 -0.201
0.434 -0.586 -0.020
-0.294 0.257 0.070
-0.260 -0.396 -0.099
-0.255 1.118 0.717
0.111 -0.741 -0.285
0.005 -0.166 0.136
-0.276 0.338 0.518
0.353 -0.708 -0.618
0.743 1.929 1.121
-0.334 1.769 -1.688
-2.622 -2.061 1.258
2.058 0.134 -0.209
-0.030 -0.255 -0.182
-0.010 -0.029 -0.376
0.245 -0.181 0.035
-0.408 0.260 -0.165
0.718 0.254 -0.241
0.208 0.397 0.450
0.354 -0.390 -0.307
0.051 -0.053 -0.225
-0.483 -0.376 0.384
0.254 -0.543 -0.188
-0.209 -0.267 0.164
-0.899 0.203 0.302
0.073 -0.250 -0.462
0.525 -0.343 -0.201
0.219 0.381 0.358
-1.956 -0.313 -0.248
0.963 0.158 0.648
0.473 -0.585 0.147
1.167 -0.323 -1.363
0.449 0.704 2.734
-1.012 0.957 -1.016
-0.733 -1.482 0.502
1.685 0.185 -0.697
0.091 -0.373 -0.885
-0.349 0.648 0.625
-0.419 -0.931 -0.637
-0.043 0.120 -0.174
0.445 0.240 0.082
-0.135 0.264 -0.195
0.111 0.104 0.351
-0.863 -0.845 -0.215
0.146 0.090 0.128
-0.266 -0.224 -0.757
0.177 0.520 -0.055
-0.281 0.102 0.246
-0.244 0.430 1.012
0.333 0.242 -0.377
0.310 -2.074 0.584
0.987 0.154 0.052
-0.495 1.457 -0.594
-0.282 -0.051 0.038
-1.143 0.688 0.465
0.446 -0.985 0.276
-1.002 0.639 -0.667
0.255 0.525 -1.481
0.942 -0.541 1.385
-0.465 0.659 0.008
-0.058 -0.400 -0.619
0.026 0.121 0.288
-0.090 0.159 -0.047
-0.047 -0.526 0.263
-0.014 0.165 0.235
0.363 0.005 -0.285
0.022 0.539 -0.309
0.496 0.048 0.384
-0.286 0.132 0.232
-0.187 -0.308 -0.083
0.212 0.025 0.200
-0.199 0.154 -0.429
0.057 -0.569 0.109
0.524 -0.039 0.202
-1.410 0.622 0.605
1.557 -0.354 -0.021
-0.641 -0.175 0.157
-0.236 0.250 0.236
1.089 -1.064 0.038
-0.905 0.219 0.375
-0.192 -0.878 -0.509
1.748 -0.124 1.590
0.041 0.178 -0.558
0.377 0.176 -0.215
-0.515 -0.377 0.096
0.104 0.103 0.183
-0.020 0.149 -0.711
0.108 -0.429 -0.022
-0.215 -0.465 -0.064
-0.669 0.700 -0.743
-0.057 -0.405 -0.056
0.010 0.165 -0.066
-0.153 1.030 -0.166
-0.019 0.098 0.296
-0.372 -0.010 0.044
-0.360 0.450 -0.623
0.106 1.400 -0.405
1.883 -0.852 1.366
-1.297 -0.420 -1.431
0.766 -0.801 0.378
-1.005 1.113 0.565
0.911 0.132 0.352
0.198 -0.352 -0.383
-0.684 -0.240 -0.315
-0.481 -0.041 1.284
-0.210 0.395 -0.075
0.123 -0.359 -0.488
0.309 -0.230 -0.485
0.002 0.494 -0.002
-0.679 0.246 -0.570
0.549 -0.160 0.594
-0.756 -0.501 -0.030
-0.297 -0.103 -0.446
0.073 0.323 0.107
0.218 0.419 0.187
-0.118 -0.271 -0.823
-0.047 0.224 0.184
-0.154 -0.106 -0.128
0.814 -0.445 0.371
0.522 1.615 1.784
2.365 -0.817 -0.535
-0.072 1.202 -0.544
-2.337 -0.164 1.251
1.009 -0.011 -0.196
0.568 -0.974 -0.667
-1.833 -1.495 0.048
-0.024 -0.191 -0.590
0.043 1.101 0.304
0.287 -0.618 0.179
-0.769 -0.378 -0.432
-0.197 0.067 -0.152
-0.257 0.094 -0.196
-0.365 -0.241 -0.253
-0.323 0.049 -0.545
0.545 0.725 0.112
-0.160 0.116 -0.072
0.217 -0.141 0.399
0.047 0.116 -0.072
0.765 -0.269 0.404
0.002 0.087 -0.572
-0.261 -0.101 0.390
0.239 0.121 -0.121
0.484 0.915 0.623
0.144 -0.936 -1.804
-0.456 -1.134 1.812
-0.009 2.227 -0.839
0.635 -0.569 0.017
0.589 -0.127 1.595
-0.482 -0.720 -1.075
-0.093 0.609 1.169
0.695 -0.839 -0.831
0.541 0.519 0.083
-0.458 -0.378 -0.367
-0.095 -0.314 0.149
0.075 0.137 -0.329
-0.425 0.409 0.394
-0.125 -0.650 -0.211
-0.360 0.347 -0.046
0.142 -0.366 -0.156
-0.350 0.105 0.083
-0.479 0.758 0.458
-0.281 -0.577 -0.112
-0.004 -0.598 -0.616
0.241 0.463 0.307
-0.053 0.759 -0.354
1.181 -0.313 1.399
-2.184 0.430 -1.736
1.036 1.047 -1.970
-0.785 -0.603 1.975
1.295 -0.394 0.677
-0.210 0.017 0.004
0.018 -0.327 -0.221
0.422 -0.125 -0.353
-0.242 -0.120 0.295
-0.258 0.114 0.275
-0.114 -0.193 0.101
-0.208 0.442 -0.480
0.264 -0.026 0.222
-0.192 -0.364 0.561
-0.703 -3.016 -3.001
0.493 0.820 0.347
-0.971 1.369 0.364
0.074 1.096 0.607
0.321 0.140 0.157
-0.158 0.420 -0.028
0.053 0.004 -0.040
0.698 -0.182 0.314
0.395 0.124 0.449
-0.314 -0.377 0.005
1.237 0.724 0.663
-0.255 -0.504 -0.490
0.127 0.331 0.958
-0.626 -0.996 -0.345
-0.174 -0.375 0.025
-0.624 -0.020 -0.196
-0.029 0.319 0.552
-0.270 0.213 0.304
-0.145 0.318 -0.277
0.763 -0.028 -0.156
0.270 -0.136 -0.079
-0.196 0.202 -0.825
0.595 -1.031 0.577
-0.205 1.138 -0.059
0.521 0.091 -1.234
-1.097 -0.523 0.527
-0.342 0.519 0.669
-0.256 -0.040 -0.284
-0.321 -0.456 -0.305
-0.070 0.114 0.274
0.199 0.054 0.233
0.341 0.127 0.372
0.878 -0.512 -0.375
-0.221 0.522 -0.280